1.
This record from OMol25 describes C33H57IInN2O2Si as an isolated structure in a non-equilibrium geometry. The level of theory is ωB97M-V/def2-TZVPD.

```
97
Properties=species:S:1:pos:R:3:lowdin_charge:R:1
I -2.0247 -1.8671 2.9133 0.4431
In -1.1035 0.4077 1.7972 0.6949
Si 1.6456 -3.9981 0.4084 0.4847
O 1.8097 -2.3378 -2.5865 -0.2227
O -1.1016 -0.8355 -1.3031 -0.2455
N 0.6102 1.6908 2.2482 -0.0153
N -2.1843 2.3493 1.6533 -0.0187
C -3.0069 3.5516 -0.3350 -0.2180
C -3.2194 2.5997 0.6884 -0.2286
C -1.1430 0.4077 -2.0261 -0.2480
C 1.8635 -4.3528 2.2538 -0.1871
C -2.9987 4.2404 2.9791 0.0136
C 1.4483 -3.2845 -3.6024 -0.2661
C 4.3268 0.1439 1.0037 -0.0577
C 2.4945 0.1409 2.5961 -0.2246
C -0.8339 3.1405 3.5016 -0.0338
C 0.4553 -5.2814 -0.2996 -0.1800
C -0.9158 0.1793 -3.5059 -0.0438
C 3.3848 -0.5428 -3.1526 -0.0649
C -3.6317 -0.9634 -1.3855 -0.0606
C 1.5873 -2.7520 -5.0183 -0.0760
C 3.7147 -0.3746 2.1468 -0.0382
C -5.4456 2.1846 -0.1824 -0.0410
C -4.4617 1.9417 0.7841 -0.2431
C 3.3475 -4.4647 -0.2849 -0.1809
C -4.0115 3.7882 -1.2825 -0.0291
C 3.1929 -1.9564 -2.6415 -0.2739
C -5.2199 3.0854 -1.2207 -0.0558
C 3.7173 1.1719 0.2785 -0.0377
C 1.8978 1.1973 1.8720 -0.2421
C -1.9685 3.1763 2.6865 -0.3251
C 1.0162 -2.2119 0.1896 -0.1712
C 1.8093 -0.4179 3.8110 -0.0343
C -2.2815 -1.6600 -1.4017 -0.2437
C 1.8107 2.7942 -0.0703 -0.0315
C 2.4979 1.7067 0.7006 -0.2101
C 0.4385 2.6641 3.1431 -0.3163
C -4.7811 1.0460 1.9421 -0.0532
C 1.6659 3.2316 3.7878 0.0149
C -1.7585 4.3753 -0.3515 -0.0281
H 2.9616 -0.4319 -4.1533 0.0694
H -1.6156 4.8006 -1.3542 0.0909
H 4.1361 -3.8944 0.2321 0.0314
H -1.8199 5.2208 0.3552 0.0890
H 0.8608 -0.9348 3.5761 0.0125
H -1.8063 -0.2533 -3.9678 0.0817
H 2.5025 3.2388 -0.8002 0.0938
H 3.4381 -4.3046 -1.3677 0.0083
H 0.1953 -2.0603 0.8965 -0.0709
H -0.8672 3.7833 -0.1007 0.0565
H -5.9896 3.2557 -1.9749 0.1120
H -4.3716 -1.7566 -1.2609 0.0942
H 5.2916 -0.2411 0.6804 0.1123
H 0.9069 -6.2915 -0.2147 0.0408
H 2.8177 -3.9302 2.6151 0.0263
H -3.8439 -0.4530 -2.3298 0.0858
H 3.7562 -2.6624 -3.2895 0.1257
H 4.1929 1.6053 -0.6005 0.1154
H -5.8702 1.0496 2.1005 0.0954
H 2.4652 -1.1622 4.2828 0.0938
H 0.5973 -1.9357 -0.8218 0.0325
H -3.8365 4.5384 -2.0473 0.1150
H -2.1758 -2.3529 -0.5548 0.1028
H 1.5887 0.3573 4.5624 0.0819
H 2.1635 2.4977 4.4411 0.0985
H -4.0246 3.8428 3.0213 0.0995
H 2.3961 3.5567 3.0306 0.1066
H 1.4593 3.6052 0.5860 0.0815
H -0.7337 1.1221 -4.0116 0.0828
H -0.0557 -0.4725 -3.6872 0.0635
H 4.4550 -0.3316 -3.2127 0.0825
H 0.4035 -3.5530 -3.3964 0.1134
H -2.7635 4.6916 3.9505 0.0918
H 1.8865 -5.4416 2.4405 0.0394
H 4.1860 -1.1726 2.7241 0.1191
H 1.0370 -3.9120 2.8337 0.0094
H -2.1238 0.8909 -1.8273 0.1059
H -0.3541 1.0510 -1.5857 0.1038
H 1.8311 -1.5088 0.4079 0.0228
H 2.0563 -4.2067 -3.4977 0.1218
H -4.4770 0.0048 1.7573 0.0415
H -4.3095 1.3792 2.8794 0.0783
H 3.5254 -5.5357 -0.0842 0.0431
H -0.4973 -5.2843 0.2606 0.0299
H -3.7569 -0.2579 -0.5663 0.0510
H 0.2423 -5.0954 -1.3678 0.0190
H 0.9417 2.4226 -0.6401 0.0594
H 2.6410 -2.6623 -5.2902 0.0754
H -6.4076 1.6797 -0.0761 0.1210
H 1.1092 -3.4482 -5.7107 0.0830
H 3.6021 -2.0475 -1.6175 0.1011
H 1.1105 -1.7761 -5.1454 0.0658
H 2.9208 0.1895 -2.4873 0.0609
H 1.3954 4.1029 4.3921 0.0940
H -0.8666 3.7673 4.3870 0.1103
H -2.9629 5.0453 2.2288 0.0959
H -2.1869 -2.2421 -2.3348 0.1271
```

Computed properties:
Total charge: +1
Relative energy (zero: lowest compared OMol25 entry of this formula, charge and spin): 0.00 kJ/mol
Frontier orbital gap: 6.68 eV
Largest force on an atom: 1.63 eV/Å
Energy: -2328.77428 Eh

---

2.
This record from OMol25 describes one molecule with the formula Br2HOPS in a non-equilibrium geometry. The level of theory is ωB97M-V/def2-TZVPD.

```
6
Properties=species:S:1:pos:R:3:lowdin_charge:R:1
Br -1.9862 0.2679 1.3061 0.2483
Br 2.5052 1.1340 1.2537 0.1098
S 0.8595 1.3580 -0.3562 -0.0194
P -0.8984 0.3382 -0.6006 0.0955
O -0.2138 -1.1593 -0.5137 -0.5055
H -0.2663 -1.9388 -1.0893 0.0714
```

Computed properties:
Relative energy (zero: lowest compared OMol25 entry of this formula, charge and spin): 141.44 kJ/mol
Frontier orbital gap: 7.81 eV
Largest force on an atom: 2.17 eV/Å
Structure (SMILES): OP(Br)SBr
Energy: -5963.43644 Eh

---

3.
This record from OMol25 describes a 4-piece molecular cluster, H8O4 overall in a non-equilibrium geometry. The level of theory is ωB97M-V/def2-TZVPD.

```
12
Properties=species:S:1:pos:R:3:lowdin_charge:R:1
O 9.1547 -6.3411 10.4340 -0.0385
O 10.0049 -11.6448 10.9944 -0.0717
O 10.2195 -11.9620 8.3301 -0.0964
O 9.0572 -9.1223 10.2482 -0.0562
H 9.2690 -8.1747 10.3347 0.0090
H 9.8262 -11.8013 9.2206 -0.0088
H 10.8771 -11.4231 11.3333 0.0552
H 9.2813 -5.7257 11.1639 0.0616
H 11.0528 -11.4867 8.3472 0.0186
H 8.6115 -5.8619 9.7984 0.0624
H 9.5636 -10.7797 10.8691 0.0061
H 8.0956 -9.1543 10.2117 0.0586
```

Computed properties:
Relative energy (zero: lowest compared OMol25 entry of this formula, charge and spin): 71.51 kJ/mol
Frontier orbital gap: 10.35 eV
Largest force on an atom: 1.15 eV/Å
Structure (SMILES): O.O.O.O
Energy: -305.75197 Eh

---

4.
This record from OMol25 describes C3H6N4O as an isolated structure in a non-equilibrium geometry. The level of theory is ωB97M-V/def2-TZVPD.

```
14
Properties=species:S:1:pos:R:3:lowdin_charge:R:1
O -1.2144 0.0280 1.1675 -0.1334
N -0.9190 0.5248 -0.2942 -0.0360
N -1.1761 -1.2873 1.3241 0.0725
N 0.0569 1.4208 -0.2148 -0.1371
N -0.0563 -1.0387 -1.9774 0.1330
C 1.1996 1.0897 0.5825 -0.1439
C -0.6612 -1.6325 0.2990 -0.2289
C -0.4913 -0.7903 -0.8502 -0.4629
H 1.3571 -0.3299 0.7673 0.1863
H 2.3662 1.5206 0.2368 0.1358
H -0.5256 2.3133 -0.1059 0.1687
H -0.3901 -0.2135 -2.8620 0.1943
H -0.5559 -2.8520 0.1954 0.1743
H 1.0102 1.2470 1.7319 0.0774
```

Computed properties:
Relative energy (zero: lowest compared OMol25 entry of this formula, charge and spin): 884.97 kJ/mol
Frontier orbital gap: 9.68 eV
Largest force on an atom: 12.50 eV/Å
Energy: -411.87187 Eh